[1]
Computed, not measured: a structure of composition C6H15Cl3InO6P2S, with ωB97M-V/def2-TZVPD.

As for the electronic energy: -90907.5597 eV. The orbital gap is 7.139 eV. As for the net charge: -1. Its LUMO energy is 2.63 eV.

Positions of all 34 atoms, in Å:
In -1.092 1.447 0.387
Cl -4.186 1.508 1.134
Cl -3.150 -0.482 3.381
Cl 1.174 1.982 1.101
S 4.459 -1.766 -1.703
P -1.087 -1.080 -0.044
P -1.659 2.961 -1.553
O 5.156 -1.951 -2.930
O -2.970 2.147 -2.258
O 4.163 -3.212 -1.096
O 2.953 -1.354 -1.961
O 5.004 -0.910 -0.710
O -1.013 -1.552 -1.480
C -0.396 2.376 -2.758
C -1.075 1.183 3.830
C -2.515 1.208 3.350
C -2.607 1.858 1.973
C 2.766 -3.323 -0.759
C 2.075 -2.492 -1.821
H -3.129 1.744 4.079
H 0.584 2.381 -2.272
H -0.612 2.164 3.693
H -2.135 -1.695 0.692
H 2.025 -3.016 -2.776
H -0.354 3.036 -3.627
H 2.600 -2.922 0.242
H -1.022 0.909 4.885
H 1.080 -2.164 -1.526
H -0.488 0.466 3.254
H -2.675 2.933 2.155
H -0.613 1.356 -3.081
H -3.753 2.278 -1.717
H 2.505 -4.377 -0.797
H -0.012 -1.642 0.716

Löwdin population analysis, charges in e, atoms 1 to 4: atom 1 (In): 0.139, atom 2 (Cl): 0.457, atom 3 (Cl): 0.550, atom 4 (Cl): -0.124

=====

[2]
Computed, not measured: the molecule C3H5NO3S at a distorted geometry, with ωB97M-V/def2-TZVPD.

As for the electronic energy: -21656.9931 eV. The orbital gap is 10.095 eV. Its LUMO energy is 0.58 eV.

Positions of all 13 atoms, in Å:
S 0.126 2.493 -0.039
O -3.531 0.338 -0.223
O 1.796 0.537 -0.198
O -0.194 -0.149 0.345
N -1.535 0.120 0.672
C 2.154 -0.870 -0.107
C 0.553 0.953 0.017
C -2.447 -0.084 -0.370
H 1.584 -1.283 0.798
H -2.035 -0.763 -1.179
H 1.812 -1.384 -1.085
H -1.651 0.931 1.233
H 3.367 -0.837 0.134

Löwdin population analysis, charges in e, atoms 1 to 4: atom 1 (S): 0.796, atom 2 (O): 0.086, atom 3 (O): -0.146, atom 4 (O): -0.107

=====

[3]
Computed, not measured: a structure of composition C11H19NSiV at a distorted geometry, with ωB97M-V/def2-TZVPD.

As for the electronic energy: -46769.2897 eV. Its multiplicity is 2. The orbital gap (alpha / beta) is 8.201 / 7.484 eV. As for the expectation value of S²: 0.83. Its LUMO energy (alpha / beta) is 0.64 / 0.67 eV.

Positions of all 33 atoms, in Å:
V -0.779 0.653 -0.182
Si 1.423 -1.289 0.815
N 0.026 -0.225 1.165
C 0.958 -2.982 1.447
C -0.095 1.938 -1.806
C 2.898 -0.459 1.629
C 0.807 2.044 -0.697
C -1.300 2.755 -0.003
C -1.858 -0.840 -1.554
C 0.063 2.590 0.412
C -3.615 0.086 0.241
C 1.661 -1.331 -1.049
C -2.627 -0.165 -0.617
C -1.372 2.419 -1.392
H 3.742 -1.163 1.661
H -1.593 -1.898 -1.399
H -0.303 -0.168 2.133
H 0.174 1.610 -2.811
H -2.103 3.165 0.599
H -2.248 2.539 -2.031
H 2.695 -0.132 2.658
H 1.839 -3.638 1.445
H 0.796 -1.730 -1.598
H 3.224 0.426 1.062
H 1.873 1.831 -0.720
H -1.855 -0.510 -2.604
H 0.195 -3.455 0.812
H 2.512 -2.007 -1.239
H 0.464 2.847 1.388
H 0.561 -2.968 2.471
H -3.455 0.739 1.109
H -4.629 -0.322 0.148
H 1.920 -0.358 -1.491

Löwdin population analysis, charges in e, atoms 1 to 4: atom 1 (V): 0.611, atom 2 (Si): 0.385, atom 3 (N): -0.218, atom 4 (C): -0.181

=====

[4]
Computed, not measured: a structure of composition C24H18N4RuTe4 at a distorted geometry, with ωB97M-V/def2-TZVPD.

As for the electronic energy: -62895.3468 eV. The orbital gap (alpha / beta) is 3.953 / 3.975 eV. As for the net charge: -2. Its LUMO energy (alpha / beta) is 3.75 / 3.76 eV.

Positions of all 51 atoms, in Å:
Te 3.538 -1.335 0.797
Te 5.593 -2.543 1.986
Te 5.367 1.405 3.602
Te 3.146 0.989 2.264
Ru 0.775 -0.310 0.371
N -0.370 0.572 1.770
N -1.000 1.909 -0.050
N -0.139 1.009 -0.672
N 0.727 -1.433 -1.660
C -1.049 1.668 1.225
C -1.115 -2.660 -0.403
C 3.122 -4.247 -1.875
C 2.679 -1.796 -3.083
C -2.447 -4.454 -1.358
C -0.159 -0.781 -3.868
C 2.026 -3.484 -1.501
C -1.789 2.277 3.452
C -1.418 -3.534 -1.465
C -0.046 -1.718 -0.466
C -1.758 2.539 2.125
C -1.904 -2.752 0.762
C 3.993 -3.806 -2.858
C -0.409 0.367 3.104
C 0.095 -0.473 -2.541
C -3.214 -4.535 -0.202
C 3.761 -2.574 -3.455
C -1.104 1.149 3.974
C -1.293 1.307 -4.160
C -2.930 -3.668 0.854
C 1.796 -2.246 -2.100
C -1.081 1.621 -2.833
C -0.363 0.751 -1.993
C -0.833 0.107 -4.695
H 2.530 -0.821 -3.526
H -1.010 -0.143 -5.733
H 4.859 -4.396 -3.131
H 4.449 -2.196 -4.203
H -1.091 0.928 5.031
H -2.656 -5.115 -2.191
H -2.245 3.403 1.694
H -1.456 2.536 -2.399
H 0.182 -1.735 -4.254
H -4.017 -5.257 -0.122
H -1.836 2.004 -4.788
H -2.321 2.943 4.122
H 0.169 -0.482 3.447
H -0.833 -3.479 -2.375
H -3.521 -3.712 1.761
H 1.366 -3.820 -0.713
H 3.304 -5.187 -1.369
H -1.685 -2.075 1.580

Löwdin population analysis, charges in e, atoms 1 to 4: atom 1 (Te): -0.168, atom 2 (Te): -0.345, atom 3 (Te): -0.411, atom 4 (Te): -0.281

=====

[5]
Computed, not measured: a structure of composition C23H13Cl3N6OS3Sn at a distorted geometry, with ωB97M-V/def2-TZVPD.

As for the electronic energy: -110955.1110 eV. The orbital gap is 6.558 eV. Its LUMO energy is -1.78 eV.

Positions of all 50 atoms, in Å:
Sn 1.430 -0.418 -0.025
Cl -2.427 0.353 -3.025
Cl 2.888 0.045 -2.438
Cl 0.819 1.601 -7.140
S 3.280 -1.418 1.733
S 2.116 2.088 0.073
S 2.031 -2.879 -0.900
O 0.035 -0.241 -1.629
N -0.449 -1.699 1.031
N 0.805 1.751 2.429
N 2.257 -4.008 4.098
N 0.506 0.514 2.057
N 0.782 -5.820 0.898
N 1.573 3.812 1.970
C -1.733 -3.616 2.524
C -0.050 0.000 4.355
C -1.048 -2.721 0.435
C 2.387 -3.562 3.045
C 0.598 1.089 -5.503
C -0.524 -1.562 2.360
C -1.256 0.008 5.051
C 0.014 -0.314 2.909
C -0.680 0.939 -4.988
C -0.099 0.658 7.056
C -1.741 -3.688 1.142
C 1.429 2.528 1.597
C 1.105 0.655 6.365
C -1.119 -2.541 3.147
C 1.129 0.332 5.019
C 1.513 0.394 -3.420
C -1.277 0.342 6.396
C -0.843 0.532 -3.679
C 2.570 -2.963 1.760
C 1.365 -4.834 0.792
C 2.060 -3.596 0.645
C 1.705 0.830 -4.717
C 0.246 0.217 -2.840
H -0.956 -2.759 -0.644
H -1.089 -2.462 4.223
H -2.195 -4.394 3.116
H -2.180 -0.225 4.537
H -2.222 -4.505 0.625
H 2.023 0.914 6.875
H 2.703 0.959 -5.113
H 2.060 4.457 1.377
H 1.171 4.110 2.843
H -2.220 0.355 6.927
H -1.547 1.136 -5.601
H 2.067 0.308 4.480
H -0.122 0.908 8.108

Löwdin population analysis, charges in e, atoms 1 to 4: atom 1 (Sn): 0.821, atom 2 (Cl): 0.725, atom 3 (Cl): 0.719, atom 4 (Cl): 0.676

=====

[6]
Computed, not measured: the molecule C6H10S at a distorted geometry, with ωB97M-V/def2-TZVPD.

As for the electronic energy: -17217.7270 eV. The orbital gap is 9.867 eV. Its LUMO energy is 1.10 eV.

Positions of all 17 atoms, in Å:
S -2.903 0.012 -0.023
C -0.134 1.542 -0.029
C -1.244 -0.517 0.525
C -0.182 -1.532 0.044
C 1.159 0.639 0.317
C 1.056 -0.729 -0.381
C -1.193 0.560 -0.490
H -0.393 2.085 0.881
H -0.519 -2.137 -0.768
H -1.061 -0.176 1.543
H 1.039 -0.572 -1.467
H 1.190 0.591 1.414
H -1.069 0.262 -1.529
H 0.162 2.326 -0.758
H 1.962 -1.282 -0.160
H 2.084 1.152 0.033
H 0.048 -2.224 0.847

Löwdin population analysis, charges in e, atoms 1 to 4: atom 1 (S): 0.836, atom 2 (C): -0.169, atom 3 (C): -0.573, atom 4 (C): -0.181

=====

[7]
Computed, not measured: a structure of composition C4H5N3O at a distorted geometry, with ωB97M-V/def2-TZVPD.

As for the electronic energy: -10744.2113 eV. The orbital gap is 9.699 eV. Its LUMO energy is 0.59 eV.

Positions of all 13 atoms, in Å:
O -1.443 0.723 -0.303
N 0.618 -0.188 -0.014
N 1.941 0.283 -0.176
N 0.587 1.777 -1.093
C 1.795 1.350 -0.877
C -0.203 -1.275 0.628
C -1.516 -0.612 0.417
C -0.120 0.822 -0.466
H 0.129 -1.367 1.677
H 2.547 1.986 -1.036
H -0.176 -2.139 0.051
H -1.789 -0.109 1.405
H -2.370 -1.250 -0.213

Löwdin population analysis, charges in e, atoms 1 to 4: atom 1 (O): 0.016, atom 2 (N): -0.018, atom 3 (N): 0.095, atom 4 (N): 0.154

=====

[8]
Computed, not measured: a cluster of 14 separate species, C33H80N14O14 in total at a distorted geometry, with ωB97M-V/def2-TZVPD.

As for the electronic energy: -85054.6527 eV. The orbital gap is 8.961 eV. Its LUMO energy is 0.29 eV.

Positions of all 141 atoms, in Å:
O -5.895 -0.284 -1.520
O 0.610 3.437 -1.598
O -2.990 4.322 1.657
O 4.799 5.056 0.001
O -2.219 -2.700 -3.054
O 0.781 0.805 -4.763
O 0.923 -2.308 6.015
O 6.607 1.825 -2.354
O -3.661 0.001 3.577
O -2.884 -4.148 0.669
O 3.864 -1.689 -0.026
O -0.067 -1.170 1.389
O 6.273 1.586 1.876
O 1.222 -5.636 -1.202
N -2.752 -2.226 1.840
N 5.345 0.665 -0.938
N 3.758 5.629 1.964
N -1.976 3.961 -0.313
N 6.582 1.434 4.098
N 3.430 -3.776 -0.835
N 0.334 -1.129 -3.640
N -0.658 -0.524 -0.697
N -5.885 -0.582 0.755
N -3.887 -3.107 -4.570
N -3.814 2.209 3.904
N -0.660 -1.143 4.855
N -0.590 -4.247 -1.166
N 0.703 4.102 -3.768
C 1.063 0.751 0.411
C 5.913 1.120 2.927
C 1.288 3.685 -2.596
C -0.762 4.176 -3.927
C -1.963 1.495 2.513
C 0.348 -4.902 -3.300
C 0.126 -0.438 0.407
C 0.620 -1.563 5.111
C -4.231 0.867 -0.233
C -3.217 1.148 3.383
C -3.393 -3.359 1.460
C -2.002 4.439 0.968
C 5.865 0.881 -2.129
C 4.165 4.725 0.964
C 1.748 -1.499 -3.478
C -3.430 -2.947 -3.311
C -4.724 -3.657 2.161
C -0.657 4.861 1.477
C -2.996 -2.927 -5.659
C 2.622 -3.167 1.401
C 4.697 0.227 3.050
C -5.424 -0.042 -0.408
C 2.759 3.541 -2.585
C -4.392 -3.256 -2.218
C 0.383 -4.929 -1.779
C -1.481 0.362 -4.169
C 3.567 3.337 1.110
C 1.638 -0.832 4.298
C 0.000 0.070 -4.211
C 5.593 -0.151 -3.264
C -1.757 -1.747 5.532
C -5.016 2.036 4.675
C 3.378 -2.836 0.126
H -0.390 4.413 2.435
H 7.457 1.918 4.049
H 1.338 -0.840 3.259
H -2.334 1.766 1.525
H 2.205 -1.957 -4.357
H -4.914 -2.985 2.993
H -3.959 1.434 -1.119
H 2.569 3.237 0.686
H -6.737 -1.111 0.649
H 4.338 6.444 1.876
H 3.848 0.691 2.554
H -1.625 1.157 -3.419
H -0.758 5.889 1.795
H 2.542 -1.421 4.420
H -3.867 -3.760 -1.411
H -2.886 -1.837 -5.794
H -1.860 -2.007 1.436
H -4.847 1.906 5.738
H 3.199 4.124 -3.389
H -2.272 -2.441 4.883
H -1.326 0.627 2.413
H -0.680 -4.733 -3.598
H -3.393 -3.307 -6.595
H -5.718 2.848 4.528
H -4.446 1.593 0.551
H -1.154 3.938 -0.897
H -0.455 -1.774 -3.610
H -0.368 -0.063 -1.542
H -3.508 3.099 3.525
H -1.142 5.143 -3.617
H 6.442 0.908 4.948
H 1.958 0.472 -0.146
H 5.572 0.414 -4.193
H -4.842 -4.682 2.508
H -5.552 1.150 4.329
H -1.151 -1.420 -0.841
H 6.282 -0.992 -3.345
H -1.251 3.456 -3.255
H 3.185 3.875 -1.648
H -2.110 -0.456 -3.819
H -2.023 -3.396 -5.432
H 0.903 -4.048 -3.658
H -3.165 -1.496 2.401
H -2.862 3.680 -0.690
H -1.059 3.945 -4.940
H 3.511 3.112 2.172
H 4.626 -0.021 -0.798
H 4.621 -0.628 -3.106
H -5.607 -0.252 1.666
H -0.880 -0.598 4.045
H 1.726 0.214 4.615
H 4.973 -0.668 2.489
H -5.519 -3.544 1.432
H -0.535 -4.262 -0.167
H -1.885 0.797 -5.089
H -1.323 -2.320 6.340
H 4.153 2.565 0.647
H 2.994 -2.758 2.328
H 3.456 5.461 2.909
H 1.854 -2.202 -2.634
H 3.019 2.492 -2.770
H 5.597 1.292 -0.184
H 0.141 4.757 0.748
H 1.314 4.369 -4.510
H -1.348 2.361 2.794
H -2.482 -1.083 6.010
H 2.314 -0.589 -3.308
H 2.643 -4.246 1.551
H -3.299 0.324 0.004
H -1.476 -3.971 -1.585
H -4.826 -2.355 -1.798
H 1.428 0.959 1.412
H -5.233 -3.848 -2.564
H -4.842 -3.398 -4.716
H 0.668 -5.892 -3.628
H 1.602 -2.920 1.170
H 0.648 1.658 -0.053
H 3.937 -3.423 -1.624
H 2.782 -4.563 -0.918
H 4.448 -0.054 4.072

Löwdin population analysis, charges in e, atoms 1 to 4: atom 1 (O): 0.012, atom 2 (O): -0.021, atom 3 (O): 0.014, atom 4 (O): 0.073

=====

- Number 4 is which compound?
  C24H18N4RuTe4

=====

- What is the electronic energy in the fifth record?
  -110955.1110 eV

=====

- Which of these has the lowest electronic energy?
  C23H13Cl3N6OS3Sn